DFT (the ωB97M-V functional and the def2-TZVPD basis) results for a structure of composition C25H24N3O5RhS.

* spin multiplicity: 1
* highest occupied orbital energy (alpha / beta): -14.12 / -14.23 eV
* net charge: +2
* gap between HOMO and LUMO (alpha / beta): 5.9 / 6.0 eV
* LUMO energy (alpha / beta): -8.245 / -8.187 eV

XYZ file:
```
59
C25H24N3O5RhS, DFT the ωB97M-V functional and the def2-TZVPD basis
Rh -0.068 0.163 0.306
O 2.263 0.323 -0.407
C 2.810 1.603 -0.149
C 1.731 2.651 -0.114
C 2.101 3.992 -0.036
C 1.129 4.972 -0.080
C -0.197 4.581 -0.218
C -0.483 3.231 -0.276
N 0.452 2.284 -0.205
H 2.989 -0.307 -0.488
H 3.510 1.878 -0.950
H 3.350 1.606 0.809
H 3.143 4.252 0.048
H 1.394 6.017 -0.041
H -0.988 5.308 -0.292
H -1.499 2.891 -0.416
O -6.554 -2.676 -0.061
C -6.464 -1.283 -0.166
C -5.028 -0.870 -0.043
C -4.636 0.446 0.195
C -3.284 0.725 0.301
N -2.332 -0.194 0.178
C -2.686 -1.472 -0.048
C -4.025 -1.828 -0.169
C -1.598 -2.460 -0.139
C -1.826 -3.832 -0.091
C -0.757 -4.718 -0.189
C -1.005 -6.204 -0.168
O -2.099 -6.539 0.641
C 0.524 -4.188 -0.312
C 0.677 -2.813 -0.318
N -0.348 -1.973 -0.235
H -7.474 -2.954 -0.128
H -7.065 -0.774 0.603
H -6.840 -0.936 -1.144
H -5.353 1.245 0.304
H -2.956 1.736 0.510
H -4.327 -2.845 -0.361
H -2.814 -4.239 0.058
H -0.091 -6.735 0.110
H -1.262 -6.496 -1.197
H -1.803 -6.932 1.469
H 1.391 -4.826 -0.379
H 1.663 -2.372 -0.382
O 0.028 1.077 9.154
C -0.227 -0.049 8.512
O -0.536 -1.068 9.058
C -0.128 -0.007 7.004
C 0.401 -1.106 6.334
C 0.539 -1.077 4.961
C 0.117 0.047 4.248
S 0.415 0.155 2.528
C -0.480 1.120 4.910
C -0.603 1.086 6.285
H 0.315 1.820 8.602
H 0.724 -1.964 6.904
H 0.980 -1.915 4.444
H -0.846 1.973 4.359
H -1.079 1.911 6.794
```


DFT (the ωB97M-V functional and the def2-TZVPD basis) results for a structure of composition C25H24N5O3OsS3.

* spin multiplicity: 1
* highest occupied orbital energy (alpha / beta): -16.51 / -16.51 eV
* net charge: +3
* gap between HOMO and LUMO (alpha / beta): 5.3 / 5.2 eV
* LUMO energy (alpha / beta): -11.232 / -11.300 eV

XYZ file:
```
61
C25H24N5O3OsS3, DFT the ωB97M-V functional and the def2-TZVPD basis
Os 0.533 -0.590 0.087
O 0.231 -2.698 -0.099
N -0.342 -3.597 0.668
C -0.566 -4.829 0.173
C -1.174 -5.798 0.934
C -1.560 -5.507 2.246
C -1.317 -4.247 2.747
C -0.699 -3.280 1.944
S -0.384 -1.684 2.482
H -0.241 -4.986 -0.843
H -1.348 -6.773 0.508
H -2.044 -6.254 2.854
H -1.592 -3.968 3.752
O -5.151 2.339 -2.520
C -5.267 1.133 -1.837
C -3.948 0.732 -1.262
C -3.768 -0.503 -0.632
C -2.517 -0.833 -0.155
N -1.443 -0.039 -0.270
C -1.607 1.174 -0.861
C -2.841 1.575 -1.355
C -0.387 1.985 -0.964
C -0.382 3.282 -1.450
C 0.813 3.990 -1.576
C 0.770 5.383 -2.125
O -0.470 5.948 -1.832
C 1.986 3.335 -1.199
C 1.909 2.048 -0.703
N 0.759 1.372 -0.569
H -5.994 2.593 -2.918
H -5.623 0.320 -2.494
H -6.004 1.200 -1.016
H -4.585 -1.200 -0.522
H -2.371 -1.785 0.339
H -2.975 2.530 -1.837
H -1.297 3.775 -1.731
H 0.925 5.305 -3.215
H 1.602 5.988 -1.737
H -0.587 6.790 -2.291
H 2.947 3.824 -1.281
H 2.810 1.534 -0.400
C 2.302 -2.115 -2.479
C 3.090 -1.744 -1.286
N 2.621 -1.125 -0.227
C 3.604 -0.875 0.710
C 4.844 -1.329 0.333
S 4.786 -2.077 -1.196
C 3.240 -0.181 1.921
C 4.034 0.121 3.005
S 3.146 0.928 4.207
C 1.722 0.829 3.195
N 1.940 0.238 2.058
C 0.427 1.343 3.670
H 1.241 -1.908 -2.330
H 2.427 -3.175 -2.701
H 2.651 -1.566 -3.354
H 5.765 -1.262 0.877
H 5.074 -0.099 3.134
H 0.513 2.377 4.000
H 0.097 0.765 4.534
H -0.327 1.268 2.892
```


DFT (the ωB97M-V functional and the def2-TZVPD basis) results for a structure of composition C25H24N7O4ReS2.

* spin multiplicity: 4
* highest occupied orbital energy (alpha / beta): -10.60 / -10.64 eV
* net charge: +1
* gap between HOMO and LUMO (alpha / beta): 6.4 / 5.8 eV
* LUMO energy (alpha / beta): -4.202 / -4.882 eV
* relative energy (zero: lowest compared OMol25 entry of this formula, charge and spin): 0.655 eV

XYZ file:
```
63
C25H24N7O4ReS2, DFT the ωB97M-V functional and the def2-TZVPD basis
Re 0.325 -0.415 -1.388
N 1.874 -3.246 -4.188
C 1.565 -2.316 -3.387
S -0.063 -2.189 -2.603
N 2.521 -1.472 -3.061
N 2.205 -0.539 -2.172
C 3.159 0.368 -1.899
C 2.883 1.109 -0.774
C 3.818 1.722 0.116
C 3.308 2.345 1.250
C 1.910 2.353 1.505
C 1.046 1.808 0.568
N 1.521 1.121 -0.458
H 1.248 -3.982 -4.542
H 2.814 -3.283 -4.475
H 4.053 0.568 -2.483
H 4.885 1.831 -0.071
H 3.871 3.016 1.846
H 1.449 2.641 2.465
H -0.052 1.836 0.695
N 2.831 -2.710 4.027
C 2.154 -2.277 2.809
C 2.282 -3.234 1.588
C 1.752 -2.751 0.218
O 1.840 -3.579 -0.663
O 1.090 -1.578 0.286
H 2.267 -2.538 4.835
H 3.755 -2.472 4.196
H 2.424 -1.275 2.351
H 1.073 -2.222 2.995
H 1.829 -4.209 1.799
H 3.360 -3.407 1.533
O -1.498 -2.365 0.278
S -2.311 -1.197 0.398
O -3.694 -1.112 -0.125
N -1.452 -0.006 -0.473
C -2.138 1.140 -0.966
C -3.152 1.921 -0.343
C -3.841 2.878 -1.011
C -3.448 3.221 -2.345
C -2.260 2.693 -2.867
C -1.751 3.009 -4.146
C -0.729 2.245 -4.783
C -0.177 1.156 -4.124
N -0.553 0.825 -2.804
C -1.595 1.569 -2.202
C -2.316 -0.677 2.123
C -1.497 0.299 2.777
C -1.684 0.482 4.141
C -2.826 0.055 4.817
C -3.639 -0.771 4.073
C -3.341 -1.211 2.792
H -3.349 1.628 0.725
H -4.592 3.447 -0.525
H -4.112 3.847 -2.992
H -2.125 3.944 -4.566
H -0.302 2.474 -5.782
H 0.608 0.526 -4.613
H -0.630 0.687 2.311
H -1.021 1.081 4.769
H -2.962 0.390 5.860
H -4.527 -1.263 4.373
H -4.087 -1.938 2.311
```


DFT (the ωB97M-V functional and the def2-TZVPD basis) results for the ion C25H24NO3S2 with charge -1.

* spin multiplicity: 1
* highest occupied orbital energy: -4.28 eV
* net charge: -1
* gap between HOMO and LUMO: 6.9 eV
* LUMO energy: 2.589 eV
* structure (SMILES): CCOC(=S)S[C@@H](C1=C([O-])c2ccccc2C1=O)c1cc2c3c(c1)CCCN3CCC2

XYZ file:
```
55
C25H24NO3S2, DFT the ωB97M-V functional and the def2-TZVPD basis
C 3.689 0.719 -1.518
C 2.907 -0.568 -1.536
O 2.734 -0.991 -0.154
C 1.884 -2.034 0.056
S 2.017 -2.876 1.524
S 0.855 -2.566 -1.152
H 3.979 0.971 -2.542
H 3.071 1.552 -1.151
H 4.593 0.658 -0.904
H 1.922 -0.385 -2.004
H 3.450 -1.350 -2.094
C 3.506 -4.886 7.924
C 2.845 -3.745 7.438
C 2.031 -3.871 6.312
C 1.866 -5.101 5.664
C 2.491 -6.249 6.154
C 3.310 -6.140 7.294
C 1.091 -4.893 4.387
O 0.771 -5.746 3.561
C 0.839 -3.443 4.304
C 0.426 -2.827 3.101
C -0.143 -1.451 3.202
C 0.713 -0.372 3.415
C 0.230 0.924 3.580
C -1.166 1.168 3.434
N -1.631 2.451 3.407
C -0.717 3.566 3.258
C 0.561 3.389 4.053
C 1.211 2.030 3.773
C -2.973 2.760 2.959
C -3.996 1.712 3.346
C -3.524 0.287 3.046
C -2.053 0.073 3.215
C -1.523 -1.211 3.078
C 1.301 -2.797 5.556
O 1.149 -1.652 5.978
H 4.199 -4.814 8.773
H 2.981 -2.767 7.907
H 2.346 -7.199 5.635
H 3.827 -7.028 7.678
H -0.110 -3.489 2.404
H 1.787 -0.547 3.449
H -0.464 3.709 2.193
H -1.255 4.457 3.589
H 1.254 4.188 3.776
H 0.346 3.485 5.124
H 1.909 1.791 4.588
H 1.844 2.099 2.871
H -3.238 3.723 3.406
H -2.982 2.895 1.864
H -4.228 1.799 4.412
H -4.914 1.925 2.790
H -4.069 -0.399 3.712
H -3.826 -0.001 2.020
H -2.194 -2.058 2.909
```


DFT (the ωB97M-V functional and the def2-TZVPD basis) results for a cluster of 2 separate species, C25H24NO4S4 in total.

* spin multiplicity: 1
* highest occupied orbital energy: -3.73 eV
* net charge: -1
* gap between HOMO and LUMO: 5.6 eV
* LUMO energy: 1.907 eV
* relative energy (zero: lowest compared OMol25 entry of this formula, charge and spin): 0.173 eV

XYZ file:
```
58
C25H24NO4S4, DFT the ωB97M-V functional and the def2-TZVPD basis
C -2.769 -0.425 3.939
C -2.737 -1.857 3.367
C -1.267 -2.189 3.050
N -0.516 -0.966 3.341
C 0.655 -0.610 2.704
S 1.033 -1.086 1.094
S 1.692 0.383 3.590
C -1.317 0.101 3.950
H -3.356 0.236 3.294
H -3.198 -0.388 4.943
H -3.164 -2.597 4.050
H -3.292 -1.906 2.425
H -0.909 -3.041 3.664
H -1.140 -2.469 1.998
H -1.242 1.032 3.359
H -0.961 0.356 4.970
C 5.567 0.175 2.223
C 6.466 0.859 1.397
C 6.454 0.651 0.018
C 5.518 -0.234 -0.519
S 5.317 -0.355 -2.300
C 3.972 0.753 -2.741
C 2.866 0.916 -1.960
C 1.877 1.961 -2.178
C 2.291 3.254 -2.609
C 1.337 4.197 -2.998
C -0.026 3.879 -2.935
C -0.441 2.673 -2.357
C 0.508 1.754 -1.915
S 4.103 1.449 -4.422
C 5.032 0.291 -5.442
C 6.264 0.672 -5.976
C 6.971 -0.223 -6.780
C 6.454 -1.503 -7.022
C 5.192 -1.860 -6.522
C 4.466 -0.947 -5.752
O 2.780 1.525 -4.996
O 4.939 2.629 -4.353
O 6.512 0.214 -2.895
O 4.916 -1.709 -2.617
C 4.716 -1.021 0.310
C 4.717 -0.797 1.685
H 5.535 0.404 3.288
H 7.174 1.574 1.815
H 7.141 1.174 -0.648
H 2.716 0.246 -1.116
H 3.349 3.519 -2.555
H 1.646 5.170 -3.386
H -0.770 4.576 -3.325
H -1.503 2.439 -2.266
H 0.200 0.845 -1.380
H 6.676 1.654 -5.753
H 7.930 0.086 -7.206
H 7.036 -2.220 -7.608
H 4.774 -2.852 -6.730
H 3.475 -1.183 -5.368
H 4.076 -1.777 -0.140
H 4.016 -1.355 2.307
```


DFT (the ωB97M-V functional and the def2-TZVPD basis) results for a cluster of 2 separate species, C25H24O5S2 in total.

* spin multiplicity: 1
* highest occupied orbital energy: -7.39 eV
* gap between HOMO and LUMO: 6.0 eV
* LUMO energy: -1.389 eV
* relative energy (zero: lowest compared OMol25 entry of this formula, charge and spin): 0.438 eV

XYZ file:
```
56
C25H24O5S2, DFT the ωB97M-V functional and the def2-TZVPD basis
C -0.479 2.764 1.254
O -0.897 1.934 2.404
C -0.233 0.792 2.698
S -0.459 -0.498 1.472
C -2.183 -0.654 1.022
C -3.011 -1.531 1.736
C -4.388 -1.504 1.509
C -4.918 -0.776 0.434
C -4.058 -0.009 -0.365
C -2.688 0.022 -0.098
O 0.163 0.006 0.255
O -0.005 -1.733 2.082
S 1.479 0.928 3.244
C 2.534 0.131 2.029
C 3.010 -1.159 2.299
C 3.787 -1.822 1.353
C 4.094 -1.211 0.137
C 3.639 0.085 -0.110
C 2.876 0.767 0.838
O 1.756 2.354 3.330
O 1.793 0.086 4.391
H -0.524 2.158 0.346
H -1.209 3.579 1.245
H 0.535 3.121 1.435
H -2.557 -2.210 2.466
H -5.055 -2.069 2.160
H -5.990 -0.830 0.209
H -4.443 0.584 -1.194
H -2.018 0.567 -0.767
H 2.762 -1.641 3.245
H 4.144 -2.824 1.588
H 4.688 -1.741 -0.610
H 3.870 0.588 -1.046
H 2.530 1.789 0.671
C -0.502 -0.103 5.983
C -1.532 -1.238 5.704
C -2.536 -0.577 4.815
C -2.142 0.692 4.448
C -0.938 1.053 5.112
C -0.631 2.405 5.524
C -1.270 3.509 4.911
C -1.240 4.784 5.477
C -0.617 4.979 6.716
C 0.059 3.914 7.326
C 0.120 2.671 6.703
H -0.530 0.170 7.046
H 0.504 -0.445 5.756
H -1.007 -2.067 5.209
H -1.960 -1.634 6.638
H -3.464 -1.066 4.530
H -2.701 1.368 3.804
H -1.812 3.350 3.976
H -1.733 5.605 4.951
H -0.671 5.948 7.205
H 0.531 4.044 8.299
H 0.696 1.867 7.166
```